{"formula": "C38H76F2O17S5", "method": "wB97M-V/def2-TZVPD", "e_homo_ev": -9.845, "gap_ha": 0.3076, "lumo_energy_ev": -1.48, "smiles": "CCCCCCCCCCC1=C(F)C(=O)C(F)=C(CCCCCCC)C1=O.CCOS(C)(=O)=O.CCOS(C)(=O)=O.CCOS(C)(=O)=O.CCOS(C)(=O)=O.CCOS(C)(=O)=O", "symbols": ["C", "C", "C", "C", "C", "C", "C", "C", "C", "C", "C", "C", "F", "C", "O", "C", "F", "C", "C", "C", "C", "C", "C", "C", "C", "C", "O", "H", "H", "H", "H", "H", "H", "H", "H", "H", "H", "H", "H", "H", "H", "H", "H", "H", "H", "H", "H", "H", "H", "H", "H", "H", "H", "H", "H", "H", "H", "H", "H", "H", "H", "H", "H", "C", "C", "O", "S", "C", "O", "O", "H", "H", "H", "H", "H", "H", "H", "H", "C", "C", "O", "S", "C", "O", "O", "H", "H", "H", "H", "H", "H", "H", "H", "C", "C", "O", "S", "C", "O", "O", "H", "H", "H", "H", "H", "H", "H", "H", "C", "C", "O", "S", "C", "O", "O", "H", "H", "H", "H", "H", "H", "H", "H", "C", "C", "O", "S", "C", "O", "O", "H", "H", "H", "H", "H", "H", "H", "H"], "positions_angstrom": [[5.322, -2.101, 3.040], [4.080, -1.363, 2.542], [4.332, -0.539, 1.284], [3.071, 0.224, 0.847], [3.265, 1.741, 0.785], [2.261, 2.456, -0.119], [0.959, 2.907, 0.561], [0.402, 2.030, 1.674], [-0.478, 0.821, 1.250], [-0.424, 0.487, -0.228], [-1.031, -0.826, -0.586], [-0.357, -1.758, -1.298], [0.914, -1.620, -1.724], [-1.004, -2.999, -1.777], [-0.677, -3.539, -2.843], [-2.127, -3.459, -0.928], [-2.403, -4.773, -1.030], [-2.832, -2.599, -0.168], [-3.980, -3.058, 0.677], [-3.568, -4.068, 1.752], [-3.229, -3.486, 3.133], [-2.569, -2.124, 3.196], [-2.557, -1.613, 4.658], [-2.885, -0.124, 4.839], [-1.670, 0.752, 5.201], [-2.452, -1.157, -0.266], [-3.304, -0.278, -0.145], [5.772, -1.557, 3.860], [5.032, -3.071, 3.424], [6.051, -2.219, 2.251], [3.689, -0.711, 3.315], [3.308, -2.079, 2.285], [5.175, 0.126, 1.433], [4.581, -1.255, 0.510], [2.271, 0.002, 1.543], [2.791, -0.113, -0.142], [3.219, 2.154, 1.784], [4.264, 1.916, 0.404], [2.081, 1.866, -1.007], [2.745, 3.358, -0.483], [0.207, 3.043, -0.208], [1.129, 3.897, 0.966], [-0.233, 2.665, 2.280], [1.171, 1.672, 2.344], [-1.512, 1.048, 1.485], [-0.231, -0.033, 1.870], [-0.966, 1.247, -0.780], [0.588, 0.455, -0.594], [-4.720, -3.500, 0.021], [-4.450, -2.206, 1.146], [-2.752, -4.691, 1.416], [-4.410, -4.732, 1.905], [-2.539, -4.185, 3.593], [-4.122, -3.494, 3.746], [-3.066, -1.388, 2.576], [-1.537, -2.197, 2.871], [-1.613, -1.857, 5.126], [-3.317, -2.179, 5.184], [-3.579, -0.058, 5.666], [-3.376, 0.257, 3.955], [-0.750, 0.186, 5.164], [-1.763, 1.142, 6.202], [-1.565, 1.568, 4.502], [6.045, -4.460, 8.720], [6.103, -2.993, 9.097], [7.343, -2.366, 8.702], [7.516, -1.987, 7.168], [8.923, -0.947, 7.350], [6.389, -1.206, 6.759], [7.886, -3.154, 6.432], [6.004, -4.591, 7.640], [5.156, -4.917, 9.155], [6.928, -4.983, 9.084], [5.265, -2.436, 8.675], [6.064, -2.876, 10.178], [8.644, -0.079, 7.940], [9.226, -0.649, 6.350], [9.714, -1.513, 7.833], [-4.180, 2.679, -4.550], [-3.895, 1.526, -3.610], [-3.072, 0.512, -4.234], [-1.516, 0.789, -4.375], [-1.044, -0.848, -4.793], [-0.997, 1.137, -3.086], [-1.287, 1.653, -5.494], [-3.277, 3.249, -4.764], [-4.911, 3.351, -4.100], [-4.574, 2.306, -5.495], [-3.436, 1.868, -2.681], [-4.829, 1.028, -3.352], [-1.266, -1.492, -3.950], [0.026, -0.837, -4.988], [-1.586, -1.164, -5.681], [-7.999, -2.011, -7.830], [-8.183, -2.510, -6.411], [-6.933, -2.623, -5.695], [-6.277, -1.285, -5.146], [-5.103, -2.046, -4.077], [-7.253, -0.583, -4.367], [-5.591, -0.620, -6.209], [-7.661, -0.976, -7.847], [-8.945, -2.071, -8.368], [-7.255, -2.610, -8.353], [-8.867, -1.876, -5.847], [-8.594, -3.518, -6.412], [-5.638, -2.581, -3.298], [-4.494, -1.254, -3.652], [-4.485, -2.720, -4.664], [0.727, 3.050, -12.449], [1.144, 2.526, -11.090], [0.266, 2.961, -10.032], [-1.138, 2.220, -9.892], [-1.555, 2.816, -8.295], [-0.898, 0.809, -9.847], [-2.042, 2.753, -10.866], [-0.215, 2.610, -12.772], [1.490, 2.809, -13.189], [0.593, 4.131, -12.417], [1.208, 1.437, -11.083], [2.123, 2.915, -10.817], [-0.838, 2.436, -7.584], [-2.551, 2.446, -8.065], [-1.550, 3.902, -8.321], [4.415, 2.633, 6.878], [3.436, 3.768, 7.105], [3.145, 4.502, 5.895], [2.145, 3.834, 4.858], [1.853, 5.257, 3.867], [0.947, 3.470, 5.547], [2.854, 2.862, 4.084], [3.979, 1.847, 6.264], [4.705, 2.198, 7.834], [5.308, 2.994, 6.367], [2.504, 3.412, 7.545], [3.859, 4.506, 7.783], [1.347, 6.005, 4.470], [1.222, 4.939, 3.040], [2.805, 5.626, 3.496]], "forces_ev_per_angstrom": [[-0.6, 0.3, 0.3], [0.4, 0.1, -0.3], [-0.7, -0.3, 0.3], [0.6, 0.5, 0.1], [-0.2, -0.4, -0.3], [0.3, 0.4, 0.4], [0.3, -0.3, -0.2], [-0.6, -0.3, -0.1], [-0.1, 0.4, 0.3], [-0.3, -0.2, -0.1], [0.8, -0.8, -0.6], [-0.2, 0.6, 0.4], [-0.7, 0.2, 0.2], [0.5, -0.8, -2.1], [-0.5, 0.7, 2.2], [-0.3, 0.2, 0.3], [-0.1, 0.7, 0.0], [0.4, -1.0, -0.3], [0.1, 0.1, 0.0], [-0.2, 0.1, 0.3], [0.3, -0.2, -0.5], [0.2, 0.2, 0.8], [-0.6, 0.0, -0.5], [0.7, -0.2, 0.5], [-0.3, -0.3, -0.4], [-0.8, 1.0, -0.1], [1.1, -1.1, 0.1], [0.3, 0.1, 0.1], [0.2, -0.3, 0.1], [0.2, -0.2, -0.2], [-0.2, 0.1, 0.3], [-0.3, -0.2, 0.1], [0.2, 0.2, 0.0], [0.4, 0.0, -0.3], [-0.4, -0.2, 0.0], [-0.3, -0.2, -0.3], [0.2, 0.2, 0.3], [0.3, 0.2, -0.1], [-0.2, -0.3, -0.2], [0.1, 0.2, -0.2], [-0.3, 0.1, -0.2], [0.1, 0.3, 0.2], [-0.2, 0.2, 0.3], [0.4, 0.1, 0.1], [-0.3, 0.0, 0.1], [0.2, -0.3, 0.0], [0.0, 0.1, -0.2], [0.3, 0.2, -0.1], [-0.2, -0.2, -0.2], [-0.2, 0.3, 0.0], [0.2, -0.1, -0.3], [-0.1, -0.3, 0.0], [0.0, -0.2, 0.3], [-0.3, 0.2, 0.1], [-0.2, 0.1, -0.2], [0.2, 0.0, -0.4], [0.3, 0.0, 0.2], [-0.1, -0.2, 0.2], [-0.4, 0.1, 0.1], [-0.2, 0.1, -0.2], [0.3, -0.2, 0.0], [0.0, 0.3, 0.3], [0.1, 0.4, -0.1], [0.1, 0.0, -0.2], [-0.4, -0.2, 0.1], [0.1, 0.1, 0.0], [0.2, 0.1, 0.3], [0.0, 0.0, 0.0], [-0.1, 0.0, -0.1], [-0.1, 0.0, -0.1], [0.0, 0.0, 0.0], [0.0, 0.0, 0.1], [0.0, 0.0, 0.1], [0.1, 0.1, -0.1], [0.1, 0.1, 0.0], [0.0, 0.0, 0.0], [0.0, 0.0, 0.0], [0.0, 0.0, 0.0], [0.2, 0.0, -0.1], [-0.4, 0.5, 0.0], [0.0, -0.1, 0.1], [-0.3, -0.4, -0.2], [0.0, 0.0, 0.0], [0.1, 0.2, -0.1], [0.1, 0.1, 0.2], [0.0, 0.0, 0.0], [0.0, 0.0, 0.0], [-0.1, 0.0, 0.0], [0.2, -0.1, 0.0], [0.1, -0.2, 0.0], [0.0, -0.1, 0.0], [0.0, 0.0, 0.0], [0.0, 0.1, 0.0], [0.2, 0.1, 0.1], [-0.4, 0.0, -0.3], [0.1, 0.0, 0.0], [0.2, -0.5, 0.1], [0.0, -0.1, 0.0], [0.0, 0.2, -0.1], [0.0, 0.2, 0.0], [0.0, 0.0, 0.0], [0.0, 0.0, 0.0], [0.0, -0.1, 0.0], [0.1, 0.0, 0.1], [0.1, -0.1, 0.1], [0.0, 0.0, 0.0], [0.0, 0.0, 0.0], [0.0, 0.0, 0.0], [-0.2, 0.0, 0.0], [0.3, -0.1, -0.4], [-0.1, 0.1, 0.1], [0.2, 0.2, 0.1], [0.0, 0.2, -0.2], [-0.1, -0.1, -0.1], [-0.1, -0.1, 0.0], [0.0, 0.0, 0.0], [0.1, 0.0, 0.0], [0.1, 0.0, 0.0], [-0.1, 0.0, 0.1], [-0.1, 0.1, 0.1], [0.1, -0.1, 0.1], [0.0, -0.1, 0.0], [0.0, 0.0, 0.0], [-0.1, 0.0, -0.2], [0.2, -0.3, 0.4], [0.0, 0.1, -0.1], [0.2, 0.3, 0.0], [0.0, 0.1, 0.0], [-0.1, -0.2, 0.0], [-0.1, -0.2, 0.0], [0.0, 0.0, 0.0], [0.0, 0.0, 0.0], [0.0, 0.0, 0.0], [-0.1, 0.0, -0.1], [0.0, 0.1, -0.1], [0.0, 0.0, 0.0], [0.0, 0.0, 0.0], [0.0, 0.0, 0.0]], "mulliken_charge": [-1.365, -0.122, -1.131, 0.835, -0.412, -1.046, -1.002, -0.355, -0.691, 0.056, -0.452, 1.592, -0.417, 0.136, -0.618, 1.174, -0.359, -0.019, -1.780, -0.790, -1.118, 0.371, -0.931, -0.590, -1.058, -0.031, -0.696, 0.241, 0.384, 0.390, 0.323, 0.247, 0.340, 0.309, -0.238, 0.075, -0.375, 0.748, 0.479, 0.474, 0.220, 0.426, 0.530, 0.159, 0.634, -0.011, 0.666, -0.174, 0.583, 0.354, 0.515, 0.322, 0.203, 0.507, 0.016, 0.130, 0.472, 0.433, 0.397, 0.371, 0.348, 0.431, 0.103, -0.985, -0.300, -0.317, 1.246, -0.992, -0.563, -0.623, 0.293, 0.383, 0.264, 0.288, 0.286, 0.301, 0.372, 0.350, -1.338, -0.190, 0.050, 0.610, -0.702, -0.512, -0.466, 0.337, 0.439, 0.258, 0.172, 0.380, -0.046, 0.405, 0.417, -0.993, -0.367, -0.248, 1.209, -0.453, -0.689, -0.588, 0.296, 0.391, 0.264, 0.347, 0.275, 0.377, -0.181, 0.405, -0.985, -0.373, -0.274, 1.222, -0.934, -0.647, -0.624, 0.299, 0.388, 0.264, 0.339, 0.273, 0.336, 0.349, 0.398, -0.861, -0.463, -0.285, 1.264, -0.833, -0.688, -0.650, 0.242, 0.403, 0.262, 0.321, 0.292, 0.372, 0.182, 0.330]}

{"formula": "C35H49O6PS2V", "method": "wB97M-V/def2-TZVPD", "e_homo_ev": [-11.597, -11.597], "spin_multiplicity": 3, "gap_ha": [0.2923, 0.3105], "lumo_energy_ev": [-3.64, -3.15], "s_squared": 2.02, "charge": 1, "symbols": ["V", "O", "S", "O", "O", "C", "C", "C", "C", "C", "C", "S", "O", "O", "O", "H", "H", "H", "H", "C", "C", "C", "C", "C", "C", "C", "C", "C", "C", "C", "C", "C", "C", "C", "C", "C", "C", "C", "C", "C", "P", "C", "C", "C", "C", "C", "C", "C", "C", "H", "H", "H", "H", "H", "H", "H", "H", "H", "H", "H", "H", "H", "H", "H", "H", "H", "H", "H", "H", "H", "H", "H", "H", "H", "H", "H", "H", "H", "H", "H", "H", "H", "H", "H", "H", "H", "H", "H", "H", "H", "H", "H", "H", "H"], "positions_angstrom": [[0.164, 0.065, -1.253], [0.840, 0.360, -3.054], [1.830, -0.759, -2.866], [3.065, -0.630, -3.533], [1.897, -0.797, -1.341], [1.056, -2.277, -3.348], [1.952, -3.176, -3.912], [1.515, -4.421, -4.330], [0.189, -4.774, -4.188], [-0.721, -3.894, -3.618], [-0.315, -2.644, -3.188], [-1.692, -1.597, -2.722], [-2.830, -2.410, -2.473], [-1.755, -0.576, -3.719], [-1.271, -0.938, -1.334], [2.991, -2.887, -4.026], [2.223, -5.112, -4.771], [-0.155, -5.740, -4.532], [-1.762, -4.169, -3.501], [0.164, -5.034, 0.012], [0.870, -4.357, 1.190], [0.534, -5.058, 2.514], [0.553, -2.879, 1.310], [-0.759, -2.413, 1.339], [-1.062, -1.069, 1.522], [-2.516, -0.669, 1.768], [-3.527, -1.249, 0.771], [-2.913, -1.114, 3.188], [0.000, -0.133, 1.605], [1.334, -0.611, 1.696], [1.578, -1.962, 1.505], [2.491, 0.257, 2.162], [3.790, 0.052, 1.360], [2.759, -0.025, 3.651], [-0.307, 1.285, 2.039], [-0.473, 1.455, 3.417], [-0.804, 2.673, 3.978], [-0.979, 3.778, 3.157], [-0.799, 3.639, 1.794], [-0.456, 2.410, 1.210], [-0.226, 2.371, -0.602], [1.261, 3.457, -0.990], [1.379, 3.646, -2.514], [1.238, 4.824, -0.312], [2.500, 2.704, -0.476], [-1.810, 3.024, -1.376], [-2.013, 4.538, -1.324], [-1.821, 2.610, -2.857], [-2.968, 2.321, -0.644], [0.516, -6.066, -0.101], [0.363, -4.506, -0.928], [-0.924, -5.069, 0.162], [1.945, -4.443, 1.025], [-0.547, -5.014, 2.710], [1.053, -4.593, 3.358], [0.826, -6.113, 2.473], [-1.580, -3.123, 1.250], [-2.591, 0.415, 1.725], [-3.628, -2.333, 0.890], [-3.272, -1.058, -0.267], [-4.509, -0.811, 0.961], [-2.918, -2.208, 3.248], [-3.920, -0.755, 3.427], [-2.231, -0.742, 3.955], [2.603, -2.325, 1.555], [2.191, 1.294, 2.086], [4.360, -0.798, 1.753], [4.431, 0.935, 1.446], [3.609, -0.133, 0.299], [2.995, -1.087, 3.798], [1.903, 0.224, 4.283], [3.615, 0.566, 3.995], [-0.343, 0.591, 4.061], [-0.928, 2.761, 5.054], [-1.249, 4.744, 3.574], [-0.922, 4.512, 1.175], [0.639, 4.355, -2.893], [1.288, 2.722, -3.076], [2.369, 4.063, -2.726], [0.372, 5.429, -0.581], [2.132, 5.363, -0.647], [1.294, 4.746, 0.773], [2.589, 1.689, -0.866], [2.508, 2.657, 0.611], [3.395, 3.248, -0.793], [-1.272, 5.072, -1.924], [-2.032, 4.958, -0.321], [-2.993, 4.740, -1.771], [-0.990, 3.041, -3.418], [-2.750, 2.980, -3.306], [-1.805, 1.537, -3.001], [-3.114, 2.719, 0.361], [-2.828, 1.241, -0.558], [-3.888, 2.480, -1.215]], "forces_ev_per_angstrom": [[1.0, 1.5, 2.5], [0.2, -0.4, -0.5], [0.2, -0.1, -0.5], [0.3, 0.1, 0.0], [-0.2, -0.4, -0.4], [-0.4, -0.2, -0.1], [0.0, 0.2, 0.1], [0.0, -0.3, -0.1], [0.1, -0.2, -0.1], [0.0, 0.1, 0.2], [0.5, 0.1, 0.0], [-0.1, 0.2, -0.3], [0.1, -0.2, 0.2], [-0.1, 0.1, 0.1], [-1.3, -1.5, -1.1], [-0.2, 0.0, 0.0], [-0.1, 0.0, 0.0], [0.0, 0.0, 0.0], [0.1, 0.0, 0.0], [-0.1, 0.0, 0.0], [-0.2, 0.0, 0.1], [-0.1, -0.1, 0.0], [-0.1, -0.1, -0.1], [-0.1, -0.2, 0.0], [-0.2, 0.1, -0.2], [0.1, -0.2, 0.0], [-0.1, -0.1, 0.1], [-0.1, 0.0, 0.0], [0.1, 0.3, 0.1], [0.0, 0.1, -0.1], [0.1, -0.2, 0.0], [0.1, -0.2, 0.0], [0.0, 0.0, 0.0], [0.1, 0.0, 0.0], [0.0, -0.1, 0.0], [0.0, -0.1, 0.0], [0.0, 0.0, 0.1], [0.0, 0.1, 0.1], [0.0, 0.0, 0.0], [0.1, 0.0, 0.1], [-0.2, 0.9, 0.3], [0.1, -0.3, -0.2], [0.0, 0.2, 0.1], [0.1, 0.2, 0.0], [-0.1, 0.1, -0.1], [0.0, -0.2, 0.0], [-0.1, 0.1, -0.1], [0.0, 0.2, 0.0], [0.0, 0.1, -0.1], [-0.1, 0.2, 0.1], [0.0, 0.0, 0.1], [0.2, 0.0, -0.1], [0.1, 0.0, 0.0], [0.2, 0.0, 0.0], [-0.1, 0.0, -0.1], [-0.1, 0.1, 0.0], [0.1, 0.1, 0.0], [0.1, 0.1, 0.0], [0.0, 0.1, 0.0], [0.0, 0.0, 0.1], [0.0, -0.1, 0.0], [0.0, 0.1, 0.0], [0.1, -0.1, 0.0], [0.0, 0.0, -0.1], [-0.1, 0.1, 0.0], [-0.1, 0.3, -0.1], [-0.1, 0.1, -0.1], [-0.1, -0.1, 0.0], [0.0, 0.1, 0.1], [0.0, 0.2, 0.0], [0.1, 0.0, -0.1], [-0.1, -0.1, 0.0], [0.0, 0.1, -0.1], [0.0, 0.0, -0.2], [0.0, -0.2, -0.1], [0.0, 0.0, 0.0], [0.1, -0.1, 0.1], [0.0, -0.1, 0.0], [-0.1, 0.0, 0.0], [0.1, 0.0, 0.0], [-0.1, 0.0, 0.0], [0.0, 0.0, 0.0], [0.0, 0.0, -0.1], [0.0, 0.0, 0.0], [-0.1, 0.0, 0.0], [-0.1, 0.0, 0.1], [0.0, 0.0, 0.0], [0.1, 0.0, 0.0], [-0.1, 0.0, 0.1], [0.1, -0.1, 0.1], [0.0, -0.2, 0.0], [0.0, 0.0, 0.0], [0.1, 0.0, -0.1], [0.1, 0.0, 0.1]], "lowdin_spin": [1.929, 0.034, 0.012, 0.001, -0.001, 0.000, 0.001, 0.000, 0.001, 0.000, 0.002, 0.008, -0.001, 0.003, 0.011, 0.000, 0.000, 0.000, 0.000, 0.000, 0.000, 0.000, 0.000, 0.003, 0.000, 0.000, 0.000, 0.000, 0.003, 0.002, 0.003, 0.000, 0.000, 0.000, 0.001, 0.000, 0.000, 0.000, -0.001, 0.000, -0.011, -0.003, 0.000, -0.002, 0.001, -0.001, -0.001, 0.002, 0.000, 0.000, 0.000, 0.000, 0.000, 0.000, 0.000, 0.000, 0.000, 0.000, 0.000, 0.000, 0.000, 0.000, 0.000, 0.000, 0.000, 0.000, 0.000, 0.000, 0.000, 0.000, 0.000, 0.000, 0.000, 0.000, 0.000, 0.000, 0.000, 0.000, 0.000, 0.000, 0.000, 0.000, 0.001, 0.000, 0.000, 0.000, 0.000, 0.000, 0.000, 0.000, 0.001, 0.000, 0.000, 0.000]}

{"formula": "C5H12NS", "method": "wB97M-V/def2-TZVPD", "e_homo_ev": -2.428, "gap_ha": 0.2318, "lumo_energy_ev": 3.88, "e_above_lowest_kcal_mol": 22.5, "charge": -1, "symbols": ["C", "C", "S", "H", "H", "H", "H", "H", "C", "C", "N", "C", "H", "H", "H", "H", "H", "H", "H"], "positions_angstrom": [[-2.087, -0.682, 1.131], [-0.855, -0.669, 2.038], [0.147, 0.832, 1.803], [-1.933, -0.338, 0.109], [-2.900, -0.081, 1.554], [-2.502, -1.706, 1.075], [-0.274, -1.571, 1.815], [-1.239, -0.767, 3.058], [1.237, -1.801, -1.942], [0.791, -0.690, -1.340], [0.187, 0.399, -1.947], [0.697, 1.721, -1.580], [1.259, -1.925, -3.020], [1.683, -2.579, -1.342], [0.787, -0.597, -0.248], [0.092, 0.279, -2.944], [0.069, 2.480, -2.036], [0.736, 1.791, -0.489], [1.746, 1.840, -1.894]], "forces_ev_per_angstrom": [[-0.8, -0.6, 0.2], [-0.3, 0.2, -0.6], [0.1, 0.0, 0.5], [0.4, 0.1, 0.0], [0.2, 0.2, 0.0], [0.1, 0.1, -0.1], [0.1, 0.0, 0.1], [0.3, 0.0, 0.1], [0.1, 0.4, 0.0], [-0.2, -0.3, 0.3], [0.0, 0.0, -0.2], [0.6, -0.6, 0.2], [-0.1, 0.0, 0.0], [-0.1, -0.2, 0.0], [0.3, 0.1, -0.2], [0.1, 0.0, -0.1], [0.0, 0.2, 0.1], [-0.5, 0.1, -0.1], [-0.1, 0.2, -0.3]], "nbo_charge": [-0.612, -0.520, -0.718, 0.210, 0.184, 0.164, 0.164, 0.172, -0.570, 0.021, -0.610, -0.428, 0.168, 0.196, 0.242, 0.342, 0.180, 0.267, 0.147]}

Going through the records in order, we get largest force on an atom values of 0.0464 0.0601 0.0201 Eh/bohr.